i) # C2H5NO2S

An isolated molecule of C2H5NO2S (ωB97M-V with the def2-TZVPD basis set, OMol25).

Geometry (Å):
C  0.9668  -0.8796  0.8403
C  -0.6604  0.9010  0.4020
H  0.1997  -1.6439  0.6166
H  1.4071  -1.1335  1.7732
H  1.7351  -0.7903  0.0863
H  -1.7443  0.8323  -1.2405
H  0.1125  -0.5643  -2.0600
N  -0.9458  0.3449  -0.8003
O  0.3778  0.4440  1.0935
O  0.1816  0.3337  -1.6382
S  -1.6301  2.1556  0.9270

Properties
- HOMO level: -8.500 eV
- Kohn-Sham gap: 8.82 eV
- Structure (SMILES): COC(=S)NO

Results of the Löwdin charge analysis, in e, for atoms 1 through 6: C -0.019; C -0.919; H 0.105; H 0.078; H 0.083; H 0.119


ii) # C2H5NO2S

An isolated molecule of C2H5NO2S (ωB97M-V with the def2-TZVPD basis set, OMol25).

Geometry (Å):
C  0.3264  0.2656  0.8940
C  0.7885  -0.1437  -0.4397
N  -0.6977  2.1578  -0.2178
O  -0.2000  -0.0776  -1.4260
O  -2.5784  0.4419  -0.8061
S  -1.2208  1.3218  -1.3250
H  -0.6185  -0.0931  1.2528
H  0.9968  0.7388  1.5856
H  1.6686  0.4323  -0.7469
H  1.0591  -1.2116  -0.4158
H  -2.9360  -0.0964  -1.5159

Properties
- HOMO level (spin up / spin down): -9.049 / -9.172 eV
- Kohn-Sham gap (spin up / spin down): 7.94 / 8.29 eV

Results of the Löwdin charge analysis, in e, for atoms 1 through 6: C 0.124; C -0.363; N -0.313; O -0.387; O -0.336; S 0.836


Which one sits at the bottom of the stability order? ii) does.


i) # C2H5NO2S

A cluster of 2 separate species, C2H5NO2S in total (ωB97M-V with the def2-TZVPD basis set, OMol25).

Geometry (Å):
C  2.2151  0.5970  -0.2375
C  1.4686  -0.6533  -0.0452
N  0.7450  -1.5348  -0.2348
O  0.1637  -2.6033  -0.1512
O  -2.2505  -0.0910  0.2756
S  -3.6025  0.6549  -0.1450
H  2.7980  0.4860  -1.1064
H  1.4518  1.3285  -0.3312
H  3.0201  0.7169  0.5523
H  -2.4924  -0.7949  0.8842
H  -3.5169  1.8940  0.5392

Properties
- HOMO level: -9.114 eV
- Kohn-Sham gap: 9.62 eV
- Structure (SMILES): CC#[N+][O-].OS

Results of the Löwdin charge analysis, in e, for atoms 1 through 6: C -0.043; C -0.029; N -0.132; O -0.031; O -0.584; S 0.676


ii) # C2H5NO2S

An isolated molecule of C2H5NO2S (ωB97M-V with the def2-TZVPD basis set, OMol25).

Geometry (Å):
C  -1.0669  0.1626  0.0055
C  -0.1353  -0.8547  0.5616
N  0.9140  1.3979  -0.2024
O  2.1040  -0.9351  -0.6440
O  -0.4282  1.4382  0.1591
S  1.5518  -0.1564  0.4788
H  -1.4370  0.1367  -0.9778
H  -2.0855  0.2356  0.5383
H  -0.3958  -1.0304  1.5278
H  -0.0713  -1.6513  -0.2497
H  1.0502  1.2570  -1.1971

Properties
- HOMO level: -9.766 eV
- Kohn-Sham gap: 10.55 eV

Results of the Löwdin charge analysis, in e, for atoms 1 through 6: C -0.247; C -0.278; N -0.194; O -0.530; O -0.219; S 0.965


Which one sits at the bottom of the stability order? i) does.


i) # C6H9N

An isolated molecule of C6H9N (ωB97M-V with the def2-TZVPD basis set, OMol25).

Geometry (Å):
C  -0.2271  -0.1703  -2.5386
C  -0.4077  -0.1165  -1.0557
C  0.1111  0.8020  -0.1847
C  0.0692  0.2558  1.1286
C  0.7943  0.8488  2.2958
C  -0.5400  -0.9686  1.0221
N  -0.8280  -1.1891  -0.3066
H  -1.1217  0.0152  -3.1407
H  0.5219  0.5811  -2.8062
H  0.1844  -1.1472  -2.8188
H  0.5358  1.7579  -0.4690
H  0.7971  0.1797  3.1609
H  0.3824  1.8174  2.5993
H  1.8384  1.0196  2.0056
H  -0.7327  -1.7291  1.7684
H  -1.3774  -1.9567  -0.6606

Properties
- HOMO level: -7.831 eV
- Kohn-Sham gap: 8.89 eV
- Structure (SMILES): Cc1c[nH]c(C)c1

Results of the Löwdin charge analysis, in e, for atoms 1 through 6: C -0.042; C -0.333; C -0.033; C -0.303; C -0.066; C -0.089


ii) # C6H9N

An isolated molecule of C6H9N (ωB97M-V with the def2-TZVPD basis set, OMol25).

Geometry (Å):
C  1.2538  1.3011  0.2485
C  0.6112  -0.0543  -0.1217
C  -0.5151  -0.4766  0.8386
C  -1.7747  -0.1385  0.0471
C  -1.0932  -0.2090  -1.3113
C  1.6210  -1.0496  -0.3869
N  2.4214  -1.8646  -0.5950
H  1.9690  1.6930  -0.4837
H  1.8151  1.1587  1.1894
H  0.5016  2.0721  0.4456
H  -0.4340  0.0244  1.8036
H  -0.4341  -1.5567  0.9690
H  -2.5588  -0.8929  0.1969
H  -2.2134  0.8368  0.2817
H  -1.0471  -1.2383  -1.6747
H  -0.1226  0.3945  -1.4470

Properties
- HOMO level (spin up / spin down): -8.274 / -8.273 eV
- Kohn-Sham gap (spin up / spin down): 8.32 / 8.32 eV

Results of the Löwdin charge analysis, in e, for atoms 1 through 6: C -0.045; C -0.376; C -0.190; C -0.231; C 0.049; C -0.215


Which one sits at the bottom of the stability order? ii) does.


i) # C6H9N

A structure of composition C6H9N (ωB97M-V with the def2-TZVPD basis set, OMol25).

Geometry (Å):
C  1.3706  -0.5632  1.0356
C  1.2256  0.3943  -0.1148
C  -0.2596  -0.4646  -1.1635
C  -1.5334  -1.0341  -0.6241
C  0.4439  1.5499  -0.0795
C  -0.6044  1.7100  0.8610
N  -1.5121  1.7757  1.5834
H  0.4432  -0.5956  1.6116
H  1.5619  -1.5407  0.5943
H  2.1915  -0.3227  1.7250
H  2.1129  0.4748  -0.7504
H  -0.5711  0.0890  -2.0654
H  -2.4603  -0.4255  -0.6319
H  -1.5284  -1.7500  -1.4861
H  -1.5234  -1.6699  0.2668
H  0.6430  2.3725  -0.7620

Properties
- HOMO level: -8.200 eV
- Kohn-Sham gap: 8.14 eV

Results of the Löwdin charge analysis, in e, for atoms 1 through 6: C -0.093; C -0.272; C 0.026; C -0.171; C -0.141; C -0.274


ii) # C6H9N

An isolated molecule of C6H9N (ωB97M-V with the def2-TZVPD basis set, OMol25).

Geometry (Å):
C  2.6102  0.8141  1.8694
C  1.6850  0.1472  0.9458
C  0.9454  -0.4091  0.1706
C  0.0305  -1.0731  -0.7781
C  -1.3998  -0.6519  -0.4827
C  -1.8314  0.7367  -1.0053
N  -2.3696  -0.4953  -1.5207
H  2.6789  1.8877  1.6628
H  3.6175  0.3951  1.7781
H  2.2946  0.6914  2.9110
H  0.2054  -2.1569  -0.7395
H  0.2389  -0.7375  -1.7961
H  -1.7660  -1.0894  0.4698
H  -1.4021  1.3121  -1.8446
H  -2.2090  1.4090  -0.2364
H  -3.3284  -0.7800  -1.4039

Properties
- HOMO level: -9.245 eV
- Kohn-Sham gap: 10.32 eV
- Structure (SMILES): CC#CC[C@H]1CN1

Results of the Löwdin charge analysis, in e, for atoms 1 through 6: C -0.115; C -0.083; C -0.042; C -0.180; C -0.314; C -0.143


iii) # C6H9N

An isolated molecule of C6H9N (ωB97M-V with the def2-TZVPD basis set, OMol25).

Geometry (Å):
C  3.5476  0.2792  0.1359
C  2.1078  0.0274  0.0650
C  0.9407  -0.2565  -0.0352
C  -0.4177  -0.7436  -0.3048
N  -1.4270  -0.2631  0.6287
C  -2.7816  -0.3534  0.1141
C  -2.1017  0.9604  0.2397
H  3.8538  1.0515  -0.5759
H  4.0874  -0.6396  -0.1110
H  3.8624  0.5921  1.1350
H  -0.6757  -0.4883  -1.3503
H  -0.4039  -1.8378  -0.2420
H  -3.5421  -0.6608  0.8279
H  -2.9139  -0.7486  -0.8953
H  -1.7791  1.4441  -0.6839
H  -2.3569  1.6369  1.0520

Properties
- HOMO level: -9.229 eV
- Kohn-Sham gap: 10.31 eV
- Structure (SMILES): CC#CCN1CC1

Results of the Löwdin charge analysis, in e, for atoms 1 through 6: C -0.111; C -0.085; C -0.015; C -0.238; N -0.125; C -0.156


Which one sits at the bottom of the stability order? i) does.